C7H18ClIN2O2PZr as an isolated structure. Source: the Open Molecules 2025 dataset; level of theory: ωB97M-V/def2-TZVPD.

XYZ file:
```
33
C7H18ClIN2O2PZr | the Open Molecules 2025 dataset | ωB97M-V/def2-TZVPD
C -2.58 0.91 -0.36
I -2.46 -1.62 -1.13
H -1.57 0.62 -0.52
H -2.50 1.55 0.54
H -2.99 1.51 -1.20
Zr 2.15 -0.42 0.56
P 1.22 0.58 -1.75
C -0.15 0.61 -3.02
C 1.58 2.38 -2.03
H 3.39 -0.26 -2.46
H 2.48 0.48 -3.82
H 2.05 -1.15 -3.23
C 2.41 -0.16 -2.93
H 2.37 2.70 -1.34
H 1.89 2.56 -3.08
H 0.24 1.05 -3.96
H -1.00 1.23 -2.70
H 0.67 2.96 -1.84
H -0.54 -0.39 -3.25
C -3.63 -0.11 -0.11
O -4.70 -0.17 0.41
Cl 2.97 1.62 1.33
C -1.24 -2.13 3.32
N -0.49 -1.03 3.90
C 0.50 -0.38 3.29
N 1.13 0.58 3.98
O 0.89 -0.63 2.08
H -1.34 -2.02 2.24
H -2.23 -2.15 3.80
H -0.78 -3.08 3.58
H -0.64 -0.75 4.86
H 1.84 1.15 3.51
H 0.87 0.73 4.95
```

The charge is +3. The frontier orbital gap (spin up / spin down) comes out at 3.4 / 3.4 eV. Its HOMO energy (spin up / spin down) is -17.4 / -17.4 eV. As for the multiplicity: 1. For the energy relative to the best compared isomer or geometry (same formula, charge and spin), the calculation gives 0.4972 eV. For the calculated total energy, the calculation gives -45788.396 eV.